66
Properties=species:S:1:pos:R:3:forces:R:3 method="wB97M-V/def2-TZVPD" total_charge=+2 gap_ev="8.9 / 5.0" energy_ev=-56086.75014 spin_multiplicity=2 homo_energy_ev="-14.47 / -14.47"
H 1.176014 4.819448 5.968876 0.00 0.00 0.00
O -1.666479 -0.946382 -2.157928 -0.31 0.09 0.24
C 3.198783 -0.490787 1.845053 0.04 0.05 -0.02
C 0.637628 -2.856117 -1.432385 -0.11 -0.09 -0.08
N 0.723557 2.903555 2.165887 -0.26 -0.13 0.17
N -1.445461 0.250914 0.520087 0.20 -0.49 0.21
N 1.397582 0.670721 1.334785 0.24 0.22 -0.27
H -3.595162 -0.841477 -0.937286 -0.03 0.00 -0.04
Rh -0.100589 -0.572340 -0.819603 0.43 0.20 0.04
H 0.676807 0.432361 -3.780110 0.01 0.02 -0.01
C 1.485943 4.084933 1.990926 0.23 -0.03 0.06
C -3.105575 0.682094 1.941404 -0.02 0.06 -0.02
C -0.329077 -3.696501 0.418903 -0.02 0.00 -0.10
N -0.087091 -2.558463 -0.384085 -0.17 0.08 0.07
H -4.585932 -0.965199 0.519778 0.01 -0.05 0.02
N 1.551246 -0.255953 0.358651 -0.23 -0.51 0.28
I -3.253015 -4.188111 -2.382833 0.01 -0.02 0.00
H 0.532298 -4.693005 -2.510742 -0.01 0.01 0.00
N -0.965929 -1.975506 -4.054602 -0.05 0.01 -0.13
C 0.363576 3.532133 -0.860377 -0.10 0.11 0.00
C -2.023438 1.449849 2.280337 0.01 -0.02 0.03
O -0.900963 -3.687212 1.464488 -0.07 0.03 0.01
H 3.289515 -2.976344 0.271829 -0.05 -0.01 -0.02
H 4.373796 -1.722261 -0.292865 0.01 -0.03 0.03
C 0.949876 -4.309419 -1.578827 0.02 0.01 0.01
C 0.972642 3.817679 4.106628 0.00 0.01 0.13
C 2.656294 -0.968972 0.649700 -0.01 0.17 -0.13
C -1.883638 -1.682120 -3.145270 0.19 0.02 -0.08
N -1.019572 1.165496 1.434649 -0.12 0.32 -0.26
H -1.906007 2.165018 3.071936 0.02 0.03 0.02
H -0.524201 -5.582968 -0.555704 0.01 -0.02 0.00
C 0.282092 3.421021 -2.223972 0.00 -0.01 -0.04
B 0.346323 1.773149 1.138887 -0.05 -0.12 0.17
H 0.972582 -5.408501 0.341145 0.01 0.02 0.01
N 0.439433 2.721553 3.405737 -0.06 0.13 -0.28
C 0.794508 3.890491 5.556313 0.03 0.04 -0.06
H -0.262861 3.765459 5.809802 -0.01 0.00 -0.01
H 0.278536 4.221123 -2.943356 0.00 -0.01 0.00
H -4.067454 0.651822 2.422087 0.01 0.01 0.00
H 1.889017 4.353440 1.028739 -0.01 -0.04 0.07
C 0.281460 -4.889232 -0.320296 -0.02 0.01 -0.03
H 2.028583 -4.461082 -1.619219 0.00 -0.02 0.00
H -3.227432 -2.067754 0.284373 0.07 -0.05 -0.03
N 0.226374 1.394158 -1.320904 -0.11 -0.16 -0.22
C 1.632424 4.671126 3.202834 0.03 0.03 0.02
C 0.060201 1.330785 -3.776965 0.02 0.03 0.01
O 0.965890 -1.848634 -2.147740 0.28 0.12 0.08
C -3.242544 -2.281586 -3.344362 0.00 0.08 0.03
H 2.913840 -2.045389 -1.203909 0.04 0.04 0.00
H -4.007260 -1.684977 -2.865926 -0.03 0.06 0.00
C -2.711500 -0.065664 0.829412 0.03 -0.02 0.04
H 2.467736 1.190975 3.088095 0.00 0.00 -0.02
N 0.351051 2.296855 -0.312471 0.07 0.00 -0.01
H -0.002858 -1.715673 -3.896282 -0.02 -0.05 0.01
H -3.482428 -2.438122 -4.391371 0.01 -0.03 0.00
H -1.193973 -2.557423 -4.844199 -0.01 -0.01 0.01
C 2.390358 0.542746 2.232580 -0.05 0.08 0.06
C -3.576145 -1.047647 0.124620 0.06 -0.04 0.03
H -0.978324 1.048298 -3.952124 0.01 0.00 0.00
H 2.155030 5.584559 3.431384 -0.01 -0.01 0.00
H 0.380621 1.970283 -4.595828 0.01 0.01 0.01
H 1.306357 3.042565 6.027719 0.00 -0.01 -0.01
C 3.322385 -1.994657 -0.203958 -0.06 -0.07 0.03
H 4.091590 -0.844096 2.330640 0.00 0.00 0.00
H 0.387452 4.429141 -0.265239 -0.04 -0.07 -0.05
C 0.195506 2.045825 -2.477537 -0.05 0.00 0.04